Computed, not measured: C18H27BrF6IrN5O6S4Si as an isolated structure, with ωB97M-V/def2-TZVPD.

Output
Energy relative to the best compared isomer or geometry (same formula, charge and spin) ... 7.76 kcal/mol
Maximum force ... 1.12 eV Å⁻¹
Kohn-Sham gap ... 0.317 Eh
Charge ... 0

The geometry in XYZ format:
```
69
Properties=species:S:1:pos:R:3:mulliken_charge:R:1
Ir 0.409 0.376 0.089 1.5114
C 5.151 -1.415 0.899 -1.3801
C 4.078 -0.968 1.812 1.2532
N 4.078 -1.031 3.102 -0.8781
N 2.843 -0.573 3.481 0.2799
C 2.070 -0.245 2.448 0.2135
S 0.475 0.319 2.344 -0.6496
N 2.873 -0.449 1.375 0.2135
N 2.407 -0.273 0.056 -0.7776
H 5.965 -1.823 1.492 0.3576
H 5.531 -0.591 0.293 0.3565
H 4.772 -2.197 0.239 0.2753
H 2.568 -0.623 4.446 0.1941
H 2.396 -1.189 -0.420 0.1166
H 3.028 0.378 -0.427 0.4930
C 1.445 -0.926 -3.530 -0.8793
S 1.201 0.557 -2.541 0.1888
C -0.146 1.306 -3.468 -0.4998
H 0.563 -1.553 -3.516 0.1162
H 2.283 -1.485 -3.121 0.2699
H 1.681 -0.620 -4.548 0.5054
H 0.198 1.548 -4.472 0.5270
H -0.435 2.214 -2.945 -0.1105
H -0.993 0.628 -3.479 0.1314
Br -7.457 0.165 -2.180 -0.2068
C -6.140 0.436 -0.844 -0.1255
C -6.537 0.722 0.452 -0.3420
C -5.570 0.920 1.426 -0.8383
C -4.224 0.839 1.105 -0.3822
C -3.842 0.550 -0.200 0.5240
C -4.803 0.343 -1.183 -0.2116
C -2.399 0.444 -0.582 -0.0267
O -1.572 0.845 0.346 -0.2329
O -2.075 0.027 -1.687 -0.7525
H -7.589 0.785 0.695 0.4118
H -5.874 1.138 2.441 0.4127
H -3.462 0.992 1.856 0.3623
H -4.490 0.108 -2.190 0.5883
C -1.074 3.513 2.023 -0.5223
Si -0.155 3.697 0.403 0.1284
C 0.814 5.307 0.461 -1.1296
C -1.360 3.806 -1.033 -0.8892
C 1.087 2.321 0.088 -0.9099
H -1.736 4.370 2.171 0.3787
H -0.386 3.473 2.869 0.2766
H -1.684 2.611 2.032 -0.1061
H 0.145 6.168 0.512 0.3028
H 1.436 5.423 -0.429 0.3069
H 1.469 5.343 1.333 0.3087
H -2.189 4.475 -0.796 0.4139
H -1.780 2.832 -1.284 0.1152
H -0.864 4.206 -1.921 0.3750
H 1.901 2.408 0.823 0.4572
H 1.541 2.550 -0.886 0.5712
F -2.146 -3.949 -0.528 -0.2102
C -1.052 -3.803 -1.258 0.2866
F -0.680 -4.981 -1.746 -0.2108
F -1.315 -2.982 -2.270 -0.1790
S 0.308 -3.090 -0.234 1.6255
O -0.227 -1.877 0.367 -0.7187
O 1.425 -2.864 -1.134 -0.8007
N 0.462 -4.266 0.768 -0.7447
S 1.619 -4.254 1.852 1.0685
O 1.214 -4.933 3.035 -0.6783
O 2.277 -2.973 1.945 -0.5011
C 2.890 -5.353 1.084 0.6348
F 3.485 -4.729 0.060 -0.1969
F 2.347 -6.478 0.637 -0.2276
F 3.820 -5.649 1.991 -0.2336
```

***

Computed, not measured: a 8-piece molecular cluster, C18H27Cl14IO2 overall, with ωB97M-V/def2-TZVPD.

Output
Maximum force ... 2.43 eV Å⁻¹
Kohn-Sham gap ... 0.325 Eh
SMILES string ... CCC1=CC(=O)C=C(CCCI)C1=O.ClCCl.ClCCl.ClCCl.ClCCl.ClCCl.ClCCl.ClCCl
Charge ... 0

The geometry in XYZ format:
```
62
Properties=species:S:1:pos:R:3:mulliken_charge:R:1
C 1.063 5.393 2.258 -1.1347
C 1.000 5.106 0.738 -0.6077
C -0.029 4.057 0.353 0.5696
C -0.279 3.838 -0.912 -0.5412
C -1.270 2.754 -1.257 -0.3284
O -2.029 2.839 -2.160 -0.5467
C -1.205 1.549 -0.363 -0.1677
C -0.954 1.751 0.928 0.9398
C -0.834 0.699 2.051 -1.2619
C 0.403 -0.201 1.923 -0.1512
C 1.729 0.574 1.778 -1.3557
I 2.506 0.464 -0.247 0.1005
C -0.778 3.198 1.345 0.0091
O -1.243 3.594 2.364 -0.5537
H 0.105 5.824 2.558 0.2990
H 1.208 4.449 2.787 0.2269
H 1.863 6.090 2.510 0.3843
H 1.979 4.670 0.490 0.2631
H 0.926 6.021 0.147 0.3894
H 0.204 4.397 -1.705 0.5136
H -1.328 0.543 -0.753 0.6377
H -0.872 1.233 3.005 0.4513
H -1.723 0.038 2.018 0.2152
H 0.259 -0.888 1.088 0.4698
H 0.475 -0.769 2.858 0.2970
H 2.478 0.054 2.372 0.5332
H 1.702 1.600 2.147 0.4199
Cl -6.306 1.214 2.061 -0.1672
C -4.654 1.513 1.511 -0.1400
Cl -3.933 0.066 0.795 -0.1083
H -4.670 2.299 0.764 0.2205
H -4.051 1.820 2.361 0.2344
Cl -6.134 -0.342 -2.346 -0.1678
C -4.517 0.101 -2.910 0.2696
Cl -3.357 -1.212 -2.660 -0.1720
H -4.560 0.329 -3.972 -0.0121
H -4.178 0.972 -2.357 0.0335
Cl 5.767 0.558 -2.863 -0.1558
C 5.597 -1.016 -2.077 0.1592
Cl 7.169 -1.704 -1.652 -0.1697
H 5.012 -0.893 -1.171 -0.1706
H 5.091 -1.693 -2.757 0.2618
Cl -6.493 2.550 -5.293 -0.1418
C -4.881 2.983 -5.874 -0.2281
Cl -3.731 1.662 -5.635 -0.1424
H -4.938 3.209 -6.933 0.2985
H -4.532 3.850 -5.324 0.2461
Cl 2.474 -2.488 4.401 -0.1805
C 2.534 -3.425 2.900 -0.2232
Cl 2.930 -2.400 1.513 -0.0932
H 3.291 -4.190 2.997 0.1500
H 1.564 -3.881 2.733 0.2877
Cl 3.050 -6.559 4.105 -0.1386
C 3.107 -7.481 2.598 -0.2553
Cl 3.508 -6.441 1.223 -0.1318
H 3.866 -8.251 2.686 0.3098
H 2.136 -7.932 2.426 0.2533
Cl 2.915 -5.776 -2.890 -0.1551
C 1.668 -6.358 -1.780 0.2856
Cl 0.795 -7.744 -2.449 -0.1674
H 2.143 -6.660 -0.853 -0.2160
H 0.961 -5.556 -1.597 0.2565
```

***

Computed, not measured: a 7-piece molecular cluster, C18H27Cl14NO3 overall, with ωB97M-V/def2-TZVPD.

Output
Maximum force ... 0.34 eV Å⁻¹
Kohn-Sham gap ... 0.292 Eh
SMILES string ... C[C@H](Cl)[C@@H](Cl)C1=CC(=O)C=C(C[C@@H](O)CN)C1=O.ClCCl.ClCCl.ClCCl.ClCCl.ClCCl.ClCCl
Charge ... 0

The geometry in XYZ format:
```
63
Properties=species:S:1:pos:R:3:mulliken_charge:R:1
C -4.579 -1.659 1.789 -1.3351
C -4.262 -0.515 0.830 0.1206
Cl -3.454 -1.065 -0.679 -0.1918
C -3.457 0.682 1.336 -0.3027
Cl -4.219 1.291 2.844 -0.1331
C -1.961 0.575 1.528 0.2739
C -1.236 1.685 1.573 -0.2160
C 0.235 1.665 1.745 -0.5628
O 0.844 2.682 2.003 -0.6809
C 0.924 0.371 1.575 -0.1871
C 0.238 -0.769 1.541 0.5438
C 0.836 -2.139 1.426 -0.6123
C 2.206 -2.170 0.761 0.5895
O 2.783 -3.472 0.883 -0.5287
C 2.122 -1.831 -0.724 -0.8701
N 3.313 -1.113 -1.185 -0.3870
C -1.259 -0.729 1.713 -0.0779
O -1.855 -1.734 2.017 -0.6246
H -5.646 -1.877 1.755 0.3229
H -4.035 -2.561 1.512 0.3524
H -4.294 -1.410 2.809 0.3373
H -5.200 -0.084 0.480 0.5027
H -3.607 1.476 0.604 0.5042
H -1.672 2.672 1.475 0.6054
H 2.006 0.420 1.513 0.6050
H 0.931 -2.528 2.443 0.2063
H 0.151 -2.797 0.885 0.2657
H 2.882 -1.457 1.254 -0.1194
H 2.779 -3.732 1.810 0.3387
H 1.205 -1.254 -0.902 0.4642
H 2.045 -2.777 -1.266 0.4255
H 3.164 -0.786 -2.135 0.0547
H 3.430 -0.272 -0.627 0.2138
Cl 2.681 0.426 -4.345 -0.1904
C 3.464 1.961 -3.943 -0.1914
Cl 2.997 2.549 -2.343 -0.1075
H 4.536 1.807 -3.958 0.3125
H 3.157 2.692 -4.682 0.1732
Cl 1.581 5.673 -1.034 -0.1642
C 0.503 5.396 0.338 -0.0339
Cl -1.042 4.685 -0.163 -0.1452
H 0.974 4.696 1.019 0.0451
H 0.295 6.346 0.813 0.3473
Cl -9.939 0.222 1.884 -0.1544
C -8.939 1.513 1.210 -0.3386
Cl -7.251 1.395 1.731 -0.0476
H -8.971 1.439 0.130 0.2583
H -9.331 2.463 1.551 0.2961
Cl 6.752 -4.039 -0.307 -0.1935
C 5.305 -3.755 -1.289 0.2823
Cl 5.535 -4.252 -2.976 -0.1975
H 4.491 -4.332 -0.868 0.0836
H 5.066 -2.699 -1.269 0.0091
Cl 3.653 -0.468 4.044 -0.1327
C 2.299 -0.636 5.168 -0.1922
Cl 1.431 -2.160 4.930 -0.1325
H 2.687 -0.619 6.179 0.3552
H 1.606 0.178 4.993 0.1636
Cl 0.584 1.103 -9.515 -0.1593
C 1.092 0.900 -7.837 -0.2348
Cl 1.689 2.408 -7.129 -0.1519
H 0.239 0.572 -7.256 0.2850
H 1.894 0.173 -7.805 0.2591
```

***

Computed, not measured: C18H27Cl2LuN2O4 as an isolated structure, with ωB97M-V/def2-TZVPD.

Output
Energy relative to the best compared isomer or geometry (same formula, charge and spin) ... 11.66 kcal/mol
Maximum force ... 5.67 eV Å⁻¹
Kohn-Sham gap (alpha / beta) ... 0.234 / 0.234 Eh
Charge ... 0

The geometry in XYZ format:
```
54
Properties=species:S:1:pos:R:3:mulliken_charge:R:1
O -1.989 2.514 -1.277 -0.5769
C -2.427 1.423 -1.596 0.0712
C -3.541 0.676 -0.955 0.6795
C -3.829 0.905 0.399 -0.2211
H -3.064 1.252 1.095 0.3816
C -5.156 0.783 0.816 -0.6907
H -5.446 1.070 1.836 0.3723
C -6.144 0.338 -0.101 -0.2992
H -7.208 0.286 0.220 0.3302
C -5.767 -0.031 -1.407 -0.7086
H -6.527 -0.377 -2.097 0.3810
C -4.455 0.074 -1.808 -0.2421
H -4.148 -0.189 -2.807 0.4426
H -1.897 0.767 -2.357 0.0687
C -0.320 -1.222 -2.332 -1.5783
C -0.671 -1.160 -0.929 1.0576
H -0.990 -1.899 -2.900 0.3385
H 0.686 -1.717 -2.322 0.4278
H -0.193 -0.313 -2.941 0.2675
C -1.607 -1.860 -0.294 -0.5913
C -1.574 -3.363 -0.451 -1.4846
H -2.425 -1.516 0.330 0.6060
H -2.535 -3.710 -0.877 0.4288
H -1.421 -3.807 0.559 0.3029
H -0.718 -3.697 -1.101 0.3382
Lu 0.811 -1.237 0.483 0.7450
Cl -0.876 -0.609 2.302 -0.6374
Cl 2.049 -3.335 0.193 -0.6281
C 2.143 -0.619 3.097 0.3619
O 2.116 -0.134 1.916 -0.7094
N 3.228 -0.552 3.843 0.1977
C 4.427 0.117 3.331 -0.9838
C 3.354 -1.405 5.028 -0.8023
H 1.264 -1.110 3.531 0.2479
H 4.131 0.769 2.502 0.2590
H 5.170 -0.620 2.975 0.3323
H 4.873 0.707 4.145 0.3674
H 2.333 -1.744 5.294 0.2871
H 3.789 -0.831 5.863 0.2836
H 3.986 -2.299 4.828 0.3056
H 4.462 1.730 -2.386 0.3405
H 3.010 3.769 -3.159 0.3149
C 3.593 1.116 -2.651 -0.9609
C 2.187 3.055 -3.308 -0.8551
N 2.357 1.876 -2.457 0.1930
H 3.571 0.217 -2.034 0.2185
C 1.469 1.533 -1.531 0.1547
O 1.528 0.457 -0.860 -0.3761
H 1.241 3.539 -3.076 0.2816
H 0.647 2.258 -1.364 0.3501
H 3.697 0.849 -3.707 0.3392
H 2.198 2.762 -4.370 0.3067
O 0.389 2.577 2.900 -0.3180
C 0.219 1.935 1.972 0.2829
```

***

Q: What is the maximum force in the first record?
A: 1.12 eV Å⁻¹

***

Q: Which value of maximum force does entry 4 give?
A: 5.67 eV Å⁻¹

***

Q: Which value of charge does entry 3 give?
A: 0